No. 1
# C4H3N3

An isolated molecule of C4H3N3 at a distorted geometry (the ωB97M-V functional and the def2-TZVPD basis, the Open Molecules 2025 dataset).

```
10
Properties=species:S:1:pos:R:3
C -0.564 -0.436 0.019
C -1.620 -1.423 0.003
C 0.852 -0.307 0.026
C 1.947 -0.989 0.005
N -1.228 0.797 -0.001
N -2.763 -0.846 -0.013
N -2.517 0.506 0.006
H 0.901 0.790 -0.004
H 2.995 -0.933 -0.137
H -3.352 1.022 0.171
```

- gap between HOMO and LUMO (spin up / spin down) (eV) = 9.08 / 7.34
- highest occupied orbital energy (spin up / spin down) (eV) = -9.18 / -8.81
- M (Da) = 93.089

---

No. 2
# C13H27BCl3O4P

An isolated molecule of C13H27BCl3O4P at a distorted geometry (the ωB97M-V functional and the def2-TZVPD basis, the Open Molecules 2025 dataset).

```
49
Properties=species:S:1:pos:R:3
C 4.544 -1.933 -0.423
C 5.396 -0.748 -0.849
O 4.691 0.469 -0.991
C 3.638 0.468 -1.938
C 2.260 0.405 -1.293
C 1.173 0.962 -2.219
C -0.189 0.257 -2.146
C -1.318 0.972 -1.378
P -1.407 0.729 0.440
Cl 0.196 2.472 0.660
C -0.209 -0.475 1.110
C -0.414 -0.910 2.551
O -0.655 -0.162 3.455
B -2.505 1.968 1.479
O -3.596 2.398 0.763
O -2.171 2.322 2.720
C -3.043 3.068 3.559
C -2.908 -0.513 0.288
Cl -3.640 -0.760 1.913
C -2.723 -1.826 -0.464
C -2.410 -3.068 0.347
Cl -4.211 -2.181 -1.445
H 5.153 -2.839 -0.429
H 3.706 -2.100 -1.100
H 4.157 -1.788 0.586
H 6.148 -0.547 -0.086
H 5.930 -0.984 -1.780
H 3.731 1.397 -2.509
H 3.776 -0.360 -2.647
H 2.023 -0.628 -1.020
H 2.312 0.971 -0.361
H 1.042 2.025 -2.012
H 1.530 0.881 -3.251
H -0.044 -0.755 -1.755
H -0.569 0.120 -3.161
H -1.257 2.047 -1.534
H -2.275 0.635 -1.780
H 0.776 -0.004 1.083
H -0.180 -1.340 0.448
H -0.255 -1.993 2.733
H -3.829 3.320 0.917
H -2.887 4.139 3.411
H -4.087 2.817 3.354
H -2.799 2.814 4.586
H -3.650 0.076 -0.246
H -1.957 -1.672 -1.224
H -2.270 -3.915 -0.321
H -3.227 -3.291 1.029
H -1.498 -2.939 0.931
```

- SMILES = CCOCCCCCP(Cl)(CC=O)(B(O)OC)[C@H](Cl)[C@@H](C)Cl
- gap between HOMO and LUMO (eV) = 9.48
- highest occupied orbital energy (eV) = -9.06
- M (Da) = 395.500

---

No. 3
# C25H39AsN6O2PPtS5

A structure of composition C25H39AsN6O2PPtS5 (the ωB97M-V functional and the def2-TZVPD basis, the Open Molecules 2025 dataset).

```
80
Properties=species:S:1:pos:R:3
Pt -0.423 -0.341 -1.568
C 3.630 -0.028 4.137
C 3.846 -1.027 3.002
C 3.745 -2.450 3.571
C 5.241 -0.807 2.399
C 2.814 -0.869 1.896
C 2.825 -1.717 0.792
C 1.884 -1.588 -0.203
N 0.943 -0.641 -0.150
C 0.924 0.230 0.878
C 1.839 0.124 1.907
C -0.088 1.303 0.795
C -0.340 2.212 1.800
C -1.327 3.187 1.647
C -2.030 3.186 0.448
C -1.740 2.247 -0.525
N -0.778 1.342 -0.359
C -1.591 4.182 2.769
C -0.319 5.019 2.978
C -1.923 3.415 4.057
C -2.754 5.117 2.440
H 4.377 -0.198 4.912
H 2.646 -0.143 4.598
H 3.744 1.004 3.799
H 4.477 -2.575 4.370
H 3.951 -3.208 2.814
H 2.753 -2.639 3.986
H 5.998 -0.925 3.175
H 5.334 0.197 1.981
H 5.457 -1.525 1.607
H 3.569 -2.494 0.685
H 1.873 -2.236 -1.067
H 1.798 0.835 2.715
H 0.219 2.154 2.722
H -2.824 3.891 0.257
H -2.311 2.197 -1.446
H 0.534 4.396 3.249
H -0.481 5.735 3.785
H -0.062 5.577 2.076
H -1.093 2.792 4.393
H -2.797 2.777 3.922
H -2.141 4.126 4.855
H -2.551 5.725 1.557
H -2.912 5.799 3.276
H -3.683 4.567 2.282
S 3.202 -2.186 -4.151
As 1.323 -1.377 -4.204
S 1.269 0.568 -2.985
S -0.077 -2.327 -2.711
S 0.259 -1.205 -6.040
N -0.614 2.513 -4.581
C -1.605 1.618 -5.249
P -2.665 0.870 -3.952
O -3.540 1.934 -3.424
O -1.785 0.069 -3.013
C -3.500 -0.518 -4.820
N -2.628 -1.728 -4.754
H -0.068 3.040 -5.262
H 0.063 1.902 -4.020
H -1.082 3.173 -3.957
H -1.034 0.859 -5.788
H -2.222 2.206 -5.927
H -3.718 -0.286 -5.861
H -4.437 -0.720 -4.302
H -2.365 -1.940 -3.780
H -1.682 -1.577 -5.228
H -3.074 -2.546 -5.165
C 0.885 -5.102 1.178
C -0.340 -4.688 0.422
C -1.147 -5.622 -0.221
C -2.261 -5.145 -0.877
N -2.570 -3.847 -0.919
C -1.746 -3.035 -0.267
S -2.174 -1.311 -0.284
N -0.648 -3.392 0.403
H 0.604 -5.669 2.067
H 1.443 -4.222 1.492
H 1.522 -5.743 0.569
H -0.911 -6.677 -0.206
H -2.935 -5.816 -1.397
```

- net charge = +1
- gap between HOMO and LUMO (eV) = 6.82
- highest occupied orbital energy (eV) = -10.10
- M (Da) = 916.936

---

No. 4
# C21H27FN4OS

An isolated molecule of C21H27FN4OS (the ωB97M-V functional and the def2-TZVPD basis, the Open Molecules 2025 dataset).

```
55
Properties=species:S:1:pos:R:3
C -1.365 -1.270 3.206
C -1.689 -0.631 1.862
H -1.571 0.452 1.935
H -0.985 -0.992 1.110
C -3.111 -0.967 1.406
N -3.429 -0.295 0.155
C -4.268 -1.076 -0.739
C -3.497 -2.201 -1.434
C -2.281 -1.684 -2.193
H -2.567 -0.897 -2.887
H -1.815 -2.489 -2.757
H -1.547 -1.287 -1.499
H -4.181 -2.697 -2.126
H -3.173 -2.945 -0.705
H -4.649 -0.401 -1.508
H -5.138 -1.502 -0.209
C -3.925 1.059 0.350
H -3.529 1.441 1.293
C -3.427 1.976 -0.775
N -1.993 1.873 -0.873
C -1.162 2.873 -0.500
O -1.534 4.015 -0.284
C 0.258 2.502 -0.411
C 0.867 1.283 -0.431
C 2.270 1.386 -0.278
C 2.657 2.730 -0.138
N 3.990 2.771 0.018
N 4.494 1.536 -0.007
C 3.497 0.671 -0.184
C 3.802 -0.750 -0.226
C 2.910 -1.745 -0.621
C 3.253 -3.084 -0.641
C 4.525 -3.467 -0.261
C 5.441 -2.503 0.130
C 5.083 -1.171 0.148
H 5.786 -0.412 0.450
H 6.438 -2.794 0.425
H 4.799 -4.511 -0.274
H 2.517 -3.806 -0.958
F 1.656 -1.429 -1.018
C 4.831 3.918 0.191
H 4.754 4.580 -0.673
H 5.855 3.566 0.294
H 4.538 4.471 1.086
S 1.362 3.854 -0.186
H 0.341 0.356 -0.546
H -1.658 0.922 -0.907
H -3.675 3.018 -0.562
H -3.871 1.691 -1.733
H -5.024 1.098 0.402
H -3.180 -2.045 1.254
H -3.827 -0.701 2.200
H -2.044 -0.908 3.975
H -1.461 -2.352 3.149
H -0.348 -1.030 3.506
```

- SMILES = CCCN(CCC)CCNC(=O)c1cc2c(-c3ccccc3F)nn(C)c2s1
- gap between HOMO and LUMO (eV) = 8.60
- highest occupied orbital energy (eV) = -8.08
- M (Da) = 402.539